[1]
{
  "formula": "C7H30O8",
  "method": "ωB97M-V/def2-TZVPD",
  "relative_energy_kj_mol": 115.5,
  "e_homo_ev": [0.057, -7.188],
  "multiplicity": 2,
  "s_squared": 0.750,
  "charge": -1,
  "energy_ev": -24123.919,
  "fmax_ev_per_a": 2.01,
  "symbols": ["C", "H", "H", "H", "H", "H", "C", "H", "O", "H", "O", "O", "O", "H", "H", "C", "H", "H", "H", "O", "C", "H", "H", "O", "H", "H", "O", "H", "H", "H", "H", "C", "C", "H", "H", "H", "C", "H", "H", "O", "H", "H", "H", "H", "H"],
  "xyz": [[2.749, -1.174, -1.458], [-0.860, -1.004, 2.832], [3.483, 0.836, -1.986], [2.022, -4.484, 0.249], [2.077, -3.040, -0.200], [2.937, 3.219, 2.284], [1.687, 3.501, 0.352], [-5.568, -1.177, -0.241], [-0.339, -0.480, 1.054], [1.426, -3.623, 1.994], [2.411, -3.638, 0.469], [-0.850, 0.405, -1.743], [0.782, -3.484, 2.688], [-0.485, -0.140, 0.172], [0.216, 3.369, 2.025], [-3.683, -0.337, 0.472], [2.120, 4.500, 0.416], [0.292, 1.980, -2.230], [0.983, -1.681, -2.106], [-5.032, 0.587, -1.168], [1.142, 2.907, 1.682], [-4.134, 0.504, 0.998], [-1.103, 2.441, -1.205], [-0.530, -1.387, 3.645], [0.058, -2.087, 3.359], [-3.435, -1.195, 1.096], [1.493, -1.797, -1.301], [3.264, -1.283, -0.503], [0.158, -1.287, 0.921], [-1.283, 2.212, -2.882], [2.342, 2.756, -0.097], [2.538, 0.299, -1.896], [-4.683, -0.685, -0.644], [0.437, -4.357, 2.874], [-0.460, -0.059, -2.487], [0.981, 1.839, 1.529], [-0.761, 1.800, -2.018], [-2.757, 0.021, 0.021], [2.042, 0.823, -1.080], [2.065, 3.156, 2.679], [-4.229, -1.319, -1.406], [1.942, 0.329, -2.809], [3.357, -1.768, -2.140], [-5.630, 0.444, -1.906], [0.819, 3.559, -0.304]],
  "forces_ev_per_angstrom": [[0.05, 0.72, -0.33], [-0.01, 0.28, -0.33], [0.25, -0.12, -0.47], [-0.02, -0.27, -0.33], [-0.67, 0.62, -0.80], [0.02, -0.14, 0.07], [-1.65, -0.82, 0.13], [-0.13, -0.16, 0.09], [-0.03, 0.20, 0.54], [0.72, 0.31, -0.75], [0.59, -0.71, 1.02], [-1.25, 1.22, 0.89], [-0.21, -0.46, 0.50], [-0.12, 0.10, -0.79], [-0.16, -0.01, -0.30], [-0.28, -0.26, -0.86], [0.12, -0.14, 0.29], [0.15, 0.59, 0.20], [-0.68, -0.13, -1.03], [-0.44, 0.14, -0.53], [0.26, 0.68, -1.49], [0.11, -0.25, 0.48], [0.11, -0.58, 0.46], [-0.50, 0.39, 0.97], [0.18, -0.28, -0.14], [-0.14, 0.18, 0.19], [0.34, -0.36, 1.29], [-0.06, 0.42, 0.15], [0.25, -0.26, -0.21], [-0.47, -0.73, -0.34], [0.36, 0.34, -0.01], [0.69, -0.71, 1.06], [0.87, 0.41, 0.87], [-0.25, -0.09, 0.17], [0.30, -0.70, -0.81], [-0.20, -0.14, 0.09], [0.95, 0.22, -0.32], [-0.09, -0.07, -0.04], [-0.47, -0.15, -0.13], [1.16, 0.12, 1.64], [0.05, -0.06, -0.08], [0.10, 0.12, -0.01], [0.08, 0.24, -0.50], [-0.01, 0.12, -0.13], [0.12, 0.14, -0.36]]
}

[2]
{
  "formula": "C38H86N4O7",
  "method": "ωB97M-V/def2-TZVPD",
  "relative_energy_kj_mol": 74.8,
  "e_homo_ev": -8.422,
  "multiplicity": 1,
  "smiles": "CC1(C)CCCC(C)(C)N1O.CC1(C)CCCC(C)(C)N1O.CC1(C)CCCC(C)(C)N1O.CC1(C)CCCC(C)(C)N1O.CO.CO.O",
  "energy_ev": -61087.349,
  "fmax_ev_per_a": 2.84,
  "symbols": ["H", "H", "C", "H", "H", "H", "H", "C", "H", "H", "C", "H", "H", "N", "H", "H", "H", "C", "H", "H", "C", "C", "O", "C", "C", "C", "H", "C", "H", "C", "H", "H", "H", "H", "C", "H", "H", "H", "H", "H", "C", "H", "H", "H", "C", "H", "C", "H", "H", "C", "N", "C", "C", "H", "H", "C", "C", "H", "H", "C", "C", "C", "H", "H", "C", "H", "H", "H", "H", "H", "H", "H", "H", "H", "C", "H", "O", "H", "H", "O", "H", "C", "H", "H", "H", "O", "C", "H", "H", "H", "C", "C", "H", "C", "H", "H", "C", "H", "H", "H", "H", "O", "O", "H", "H", "H", "H", "H", "H", "N", "C", "O", "H", "H", "H", "H", "H", "C", "C", "H", "C", "H", "H", "H", "H", "H", "H", "N", "C", "C", "H", "H", "C", "H", "H"],
  "xyz": [[-2.784, 0.481, -0.382], [-0.869, -4.892, -2.551], [-5.469, -0.723, 2.709], [0.050, -4.931, 0.466], [-3.339, -3.479, 2.483], [7.023, -1.210, 0.508], [6.504, 1.045, 4.450], [5.255, -0.028, 3.013], [2.189, -0.456, 1.378], [-1.360, 2.906, -3.077], [0.965, 4.450, -0.411], [0.119, -3.687, -4.274], [7.138, 1.211, -0.473], [-0.188, -2.487, -1.732], [0.148, -0.458, 0.510], [-5.159, -3.790, 6.656], [0.045, -3.254, 0.875], [6.008, -1.220, 0.154], [0.758, 3.381, -0.469], [6.104, -1.434, -0.936], [5.783, -1.475, 3.289], [-5.842, -4.302, 3.949], [-1.569, -2.524, -1.624], [-5.838, -2.992, 4.727], [-6.838, -1.411, 2.928], [1.787, -1.824, -2.881], [-0.954, 1.932, -0.306], [0.158, -4.992, -2.134], [0.271, -2.122, -5.187], [0.991, 4.281, -3.653], [2.077, -2.760, -0.413], [-0.126, 0.236, -2.328], [0.806, 4.825, 0.624], [5.038, 0.434, 5.169], [3.930, 0.226, 0.316], [5.732, 2.224, -0.265], [-7.951, -2.643, 4.324], [2.086, -1.461, -3.893], [-2.121, -1.095, 3.561], [2.752, 2.986, -4.124], [-0.451, -0.474, -3.146], [-1.753, 4.124, -0.330], [2.015, 4.548, -0.687], [-3.298, -2.180, 1.288], [2.119, 3.315, -3.290], [2.027, 7.547, -2.964], [0.445, 3.753, -5.026], [-4.313, 0.828, -4.678], [5.730, 0.925, -1.486], [-5.969, -3.204, 6.195], [-0.172, 4.375, -2.684], [3.254, -0.515, 1.513], [-7.018, -2.068, 4.280], [5.421, -2.001, 0.585], [-7.699, -0.731, 2.715], [6.046, 1.197, -0.488], [2.419, -3.119, -2.503], [0.731, 1.199, 1.071], [0.971, -4.982, -2.871], [0.009, 5.091, -1.357], [1.537, 5.679, -3.858], [-3.904, -2.673, 2.047], [-1.522, -0.575, -3.071], [2.482, 5.565, -4.396], [1.721, 6.505, -2.587], [-1.202, -2.450, -4.388], [-3.043, -0.162, 2.409], [3.468, -2.908, -2.325], [-6.858, -2.228, 2.215], [2.608, 6.250, -1.989], [1.751, 2.390, -2.819], [3.269, -0.556, 3.708], [-4.282, 2.599, -4.592], [1.961, -1.071, -2.138], [5.488, 0.846, 4.239], [-6.070, -2.220, 6.778], [-3.485, -2.911, 4.954], [-0.247, -0.087, -4.147], [-1.278, -3.890, -0.120], [-3.391, 0.076, -1.006], [5.078, 1.831, 4.187], [1.887, -3.542, -1.133], [6.876, -1.481, 3.205], [0.098, 2.740, -4.869], [-2.991, 0.914, -2.669], [-2.993, 1.681, -3.288], [5.412, 0.183, 0.419], [-2.137, 5.515, -1.297], [7.545, 1.425, 2.363], [-1.899, -3.250, -2.161], [0.454, 6.491, -1.775], [-4.245, 1.706, -4.003], [-6.051, -4.191, 2.882], [3.735, 0.014, 2.836], [2.226, -3.958, -3.186], [-3.018, -0.751, -1.303], [-1.383, 5.081, -0.656], [0.870, 0.602, -0.585], [5.442, -1.850, 4.241], [1.121, 3.814, -5.874], [3.519, -1.575, 1.424], [-0.651, 3.024, -2.442], [7.179, 0.587, 1.986], [3.461, 1.104, 3.158], [0.604, 7.157, -0.923], [-0.541, 4.251, -5.217], [-3.301, -2.458, 5.751], [0.198, -5.892, -1.529], [2.319, -4.497, -0.896], [-4.627, -2.170, 4.495], [0.234, -1.880, -3.005], [-1.081, 1.086, 0.187], [-5.430, 0.167, 3.302], [-5.318, -0.462, 1.654], [-3.204, 0.086, 4.189], [-1.353, 5.634, 0.311], [-7.076, -1.332, 5.061], [0.236, 0.579, 0.279], [-0.123, -2.621, -4.290], [-6.609, -5.024, 4.280], [0.422, -3.728, -1.217], [3.587, 1.271, 0.458], [-6.952, -3.732, 6.205], [2.812, 3.692, -2.500], [0.801, 6.309, -4.342], [-4.873, -4.856, 4.098], [-5.108, 1.647, -3.274], [5.772, 0.684, 1.818], [-4.267, -1.610, 3.182], [-0.214, -3.950, 0.117], [5.418, -2.154, 2.523], [-0.376, 6.909, -2.453], [-3.099, -0.640, 3.370], [-4.761, -3.145, 1.523], [3.547, -0.206, -0.639]],
  "forces_ev_per_angstrom": [[0.69, -0.15, 0.12], [0.80, -0.43, -0.17], [-0.24, -1.08, 0.53], [-0.01, -0.53, 0.30], [0.41, -0.29, 0.18], [0.38, -0.28, 0.45], [1.42, -0.29, 0.26], [-1.27, -0.07, 0.19], [-0.42, 0.03, 0.22], [-0.64, -0.15, -0.04], [0.64, -0.76, 0.68], [-0.09, 0.31, -0.26], [-0.08, -0.33, 0.13], [0.60, 0.63, -0.22], [0.05, -0.73, 0.64], [-0.45, -0.04, -0.30], [0.26, 0.97, 0.52], [0.03, 0.82, -1.48], [0.06, -0.16, 0.47], [-0.35, 0.31, 0.57], [0.16, 0.84, -1.23], [0.57, -1.52, 0.14], [-1.02, 0.40, -0.01], [0.23, 1.39, -1.87], [0.19, -0.08, -0.66], [-1.74, 1.02, -2.00], [-0.67, -0.64, 0.29], [-0.44, 1.27, 0.55], [0.31, -0.22, 0.41], [-0.29, -0.43, -0.60], [0.44, 0.07, 0.48], [-0.29, -0.69, -1.15], [0.20, -0.33, -0.66], [0.28, -0.20, -0.66], [-1.93, 0.03, 1.01], [-0.22, -0.28, 0.01], [0.13, 0.03, -0.12], [0.35, -0.08, 0.84], [-0.27, -0.39, -0.21], [-0.35, 0.40, -0.07], [1.38, -0.15, 1.10], [0.22, -0.73, -0.35], [-0.03, 0.24, 0.08], [0.06, 0.03, -0.02], [0.87, -0.63, 1.86], [-0.85, -1.14, 0.74], [-2.06, 0.60, 1.35], [-0.04, 0.43, 0.22], [0.00, 0.23, -0.55], [-1.19, 0.36, 1.29], [0.35, -0.70, -0.26], [0.77, -0.06, -1.10], [0.52, -0.42, 0.50], [-0.17, -0.51, 0.29], [0.75, -0.46, 0.06], [0.23, 0.47, -0.66], [0.30, -0.11, 1.16], [0.04, -0.95, -0.38], [-1.01, -0.62, -0.08], [-1.03, -0.25, -0.90], [0.20, 0.29, 0.84], [-0.61, 0.62, 0.52], [-0.25, -0.18, 0.02], [-0.25, 0.40, -0.29], [1.69, 1.00, -0.65], [-0.12, -0.71, -0.23], [0.36, 0.76, -0.29], [0.51, -0.42, -0.62], [-0.38, -0.09, -0.51], [-0.27, -0.44, -0.02], [-0.32, 0.19, -0.38], [0.53, 0.33, -1.12], [-0.05, 0.56, -0.19], [0.60, 0.51, 0.42], [-0.18, -0.40, 1.00], [0.15, -1.34, -0.94], [-0.49, -0.63, -1.12], [0.19, 0.25, 0.21], [0.03, -0.31, 0.96], [-1.13, 0.23, -0.53], [-0.64, 0.70, -0.65], [0.22, 0.44, -1.02], [-0.22, -0.05, 0.32], [0.44, -0.61, -0.14], [-0.30, 0.83, -0.12], [-0.41, -0.20, -0.41], [1.84, -0.15, 1.45], [-0.20, 0.20, -0.17], [-1.04, -0.79, -0.66], [-0.19, -0.33, -0.41], [-1.30, 1.16, -0.79], [-0.02, -1.49, 1.33], [0.32, 0.22, 0.14], [-1.08, 0.73, 2.46], [0.71, 0.75, -0.21], [0.55, -0.52, 0.31], [0.47, 1.04, 0.42], [-0.01, 0.47, -0.98], [0.01, 0.11, 0.40], [0.14, 0.16, 0.15], [-0.13, -0.01, 0.23], [0.99, 0.75, 0.50], [1.49, 0.69, -0.23], [-0.03, -1.68, -1.47], [-0.42, -0.14, 0.16], [1.00, 0.16, -0.24], [0.59, 0.58, 1.30], [0.04, -0.13, -0.03], [0.43, -0.32, 0.68], [0.32, 0.06, -0.03], [0.78, 0.28, 0.10], [0.32, 1.33, -1.42], [0.01, 0.77, 0.31], [-0.07, -0.03, 0.23], [-0.56, -0.13, -0.36], [0.20, 0.13, -0.78], [-0.18, 0.64, 0.35], [0.21, 0.80, 1.81], [-1.09, 0.01, -0.04], [0.07, 0.49, 0.27], [-0.95, -0.63, -0.85], [0.22, -0.29, -0.64], [0.72, 0.12, 0.97], [-0.38, 0.16, -0.66], [-0.11, -0.28, -1.08], [-0.80, 0.68, -0.32], [0.80, 0.25, -0.82], [0.06, -0.40, 0.83], [-0.93, -0.36, -0.74], [-0.86, -0.94, -0.55], [-0.07, -0.10, 0.10], [0.98, -0.37, 1.12], [0.59, -0.46, 0.13], [0.25, 0.56, 0.47], [0.44, 0.49, 0.52]]
}

[3]
{
  "formula": "C17H40NbO6",
  "method": "ωB97M-V/def2-TZVPD",
  "e_homo_ev": -4.706,
  "multiplicity": 1,
  "charge": -1,
  "energy_ev": -32098.716,
  "fmax_ev_per_a": 6.17,
  "symbols": ["H", "H", "H", "H", "H", "C", "H", "H", "H", "C", "C", "H", "C", "H", "H", "H", "O", "H", "H", "O", "H", "H", "H", "H", "O", "H", "H", "O", "H", "H", "H", "H", "H", "H", "H", "C", "C", "H", "H", "C", "H", "O", "H", "C", "H", "H", "C", "C", "H", "C", "C", "H", "H", "C", "C", "Nb", "C", "C", "O", "H", "H", "H", "H", "C"],
  "xyz": [[0.319, -1.181, 3.633], [2.215, -2.870, 0.345], [-0.123, -0.431, -2.130], [1.758, -4.390, -0.451], [2.036, -0.832, -3.461], [-0.191, -1.516, -2.275], [0.546, 6.750, 3.510], [3.717, -1.730, -5.876], [0.807, 5.206, 6.140], [-0.453, -0.218, 1.897], [-0.068, 6.060, 4.203], [-0.329, -4.740, 1.573], [0.992, 2.292, 4.277], [0.421, 0.441, 1.836], [-1.387, -4.469, 0.177], [-4.180, 5.193, 3.622], [1.632, 0.022, -5.309], [-2.470, -3.716, 2.202], [2.846, -4.493, -6.405], [2.190, -2.979, -5.169], [3.331, 0.036, -4.224], [2.071, 5.473, 4.800], [1.377, 1.237, 3.998], [-0.816, 4.450, 2.671], [-1.082, -2.436, 2.905], [2.635, -2.907, -7.219], [3.859, -2.327, -4.214], [-0.086, -1.889, -3.642], [-2.582, -0.624, -0.509], [1.224, -3.855, -6.737], [-2.211, -2.342, 1.167], [-1.493, -1.324, -4.993], [-1.734, 6.055, 2.702], [0.637, -1.534, -6.258], [-4.218, 3.770, 5.809], [0.423, -0.637, -5.683], [-0.043, -1.491, 2.647], [0.646, -1.969, -1.742], [-1.939, 1.018, -0.313], [2.241, -3.581, -6.453], [-2.768, 0.193, 1.048], [-0.847, -0.499, 0.558], [-1.122, -1.896, -1.856], [0.989, 5.124, 4.993], [-2.940, 6.087, 5.698], [-0.625, 6.707, 4.998], [-1.211, 5.262, 3.386], [-0.577, -0.913, -4.553], [-1.232, 0.306, 2.456], [-1.687, -3.070, 1.782], [0.867, 3.548, 4.641], [-2.912, 2.963, 3.737], [1.686, -4.232, 1.336], [-0.776, -3.971, 0.938], [2.515, -0.668, -4.425], [-2.913, 4.497, 4.758], [3.154, -1.953, -4.967], [1.529, -3.720, 0.378], [0.211, -3.215, 0.244], [-1.677, 3.822, 5.910], [-0.830, 0.024, -4.050], [-0.072, 0.049, -6.384], [0.807, -1.982, 2.172], [-2.100, 0.060, 0.193]],
  "forces_ev_per_angstrom": [[-0.23, 0.01, 0.00], [-0.01, -0.03, -0.09], [-0.11, -0.12, -0.07], [0.14, -0.19, -0.01], [-0.07, -0.29, -0.06], [0.29, -0.13, -0.12], [-0.96, -0.95, 1.04], [-0.09, -0.03, -0.13], [0.26, -0.25, -2.03], [0.42, -0.44, -0.07], [-0.23, -0.05, 0.09], [0.11, 0.06, 0.04], [0.44, 5.90, 1.77], [-0.03, 0.01, 0.27], [-0.17, -0.12, 0.16], [-0.53, 0.18, 0.07], [0.04, -0.30, 0.07], [0.21, 0.04, 0.05], [0.05, 0.05, -0.20], [0.25, 0.28, -0.70], [-0.03, 0.00, -0.19], [-1.70, -0.84, 0.17], [-1.24, 2.53, 0.72], [-0.21, 1.34, 1.11], [0.11, -0.04, -0.33], [0.05, 0.01, 0.05], [0.14, 0.24, -0.01], [-0.01, 0.71, -0.06], [0.02, 0.00, -0.06], [0.00, -0.05, 0.04], [0.16, 0.08, -0.25], [-0.06, 0.23, -0.21], [0.67, -1.28, 1.15], [-0.01, -0.26, 0.16], [-0.01, -0.52, 0.11], [-0.33, 0.27, 0.01], [0.02, 0.24, 0.09], [-0.22, -0.03, -0.02], [-0.20, 0.04, 0.12], [-0.13, -0.20, 0.44], [0.10, 0.08, 0.01], [-0.53, 0.06, 0.31], [-0.02, 0.08, 0.19], [-0.57, -1.36, 0.50], [-0.21, 0.38, 0.02], [1.18, -0.98, -1.47], [0.57, 0.43, -0.68], [0.41, -0.55, -0.21], [-0.07, 0.00, -0.06], [-0.05, -0.29, 0.17], [1.68, -5.09, -1.94], [-0.30, -0.13, -0.23], [-0.08, 0.00, -0.12], [-0.30, 0.62, -0.14], [0.12, 0.05, 0.02], [1.07, 0.68, -1.09], [-0.45, 0.08, 0.58], [-0.18, 0.33, -0.08], [0.31, -0.52, 0.65], [0.11, -0.06, 0.66], [0.09, 0.00, 0.08], [0.12, 0.03, 0.19], [-0.06, 0.06, -0.26], [0.28, 0.01, -0.23]]
}